[1]
This record from the OMol25 dataset describes a 2-piece molecular cluster, C3H8NO overall at a distorted geometry. The level of theory is ωB97M-V/def2-TZVPD.

Calculated values
Multiplicity: 1
Charge: -1
Energy above the lowest of the compared OMol25 structures with the same formula, charge and spin, kJ/mol: 484.65
Frontier orbital gap, eV: 6.79
E_tot, eV: -6772.969
LUMO, eV: 4.6

Structure (XYZ):
```
13
Properties=species:S:1:pos:R:3:nbo_charge:R:1
C 0.039 -0.277 0.775 -0.397
N -0.299 -1.471 1.683 -1.105
C -0.751 -0.442 -0.615 -0.446
C 0.581 0.114 -0.805 0.311
O 0.784 1.348 -1.071 -0.772
H 0.950 -0.804 1.170 0.407
H -1.345 3.333 -0.427 -0.084
H -0.057 0.704 1.240 0.185
H -1.236 -1.291 2.041 0.287
H -1.637 0.176 -0.563 0.207
H -0.891 -1.478 -0.870 0.213
H -0.766 2.986 -0.740 0.070
H 1.351 -0.590 -1.136 0.124
```



[2]
This record from the OMol25 dataset describes C3H7NO2 as an isolated structure at a distorted geometry. The level of theory is ωB97M-V/def2-TZVPD.

Calculated values
Multiplicity: 1
Energy above the lowest of the compared OMol25 structures with the same formula, charge and spin, kJ/mol: 1157.49
Frontier orbital gap, eV: 6.41
E_tot, eV: -8798.532
LUMO, eV: -2.7

Structure (XYZ):
```
13
Properties=species:S:1:pos:R:3:lowdin_charge:R:1
C -0.617 1.524 1.615 -0.043
N -0.042 0.717 2.555 -0.080
C 0.565 -0.719 0.228 0.179
C 0.168 -0.239 -1.005 -0.308
O 0.139 0.868 -1.514 0.102
O -0.280 -2.004 -2.680 -0.276
H -0.510 0.957 0.672 0.031
H -1.073 2.421 1.866 0.064
H 0.762 1.373 2.011 0.149
H -0.575 -2.383 -3.532 -0.008
H 1.606 -0.722 0.547 0.119
H -0.136 -0.803 1.042 0.061
H -0.006 -0.987 -1.805 0.009
```



[3]
This record from the OMol25 dataset describes C12H13NPTi as an isolated structure at a distorted geometry. The level of theory is ωB97M-V/def2-TZVPD.

Calculated values
Expectation value of S²: 0.768
Multiplicity: 2
Energy above the lowest of the compared OMol25 structures with the same formula, charge and spin, kJ/mol: 0.00
Frontier orbital gap (spin up / spin down), eV: 5.07 / 5.07
E_tot, eV: -46543.236
LUMO (spin up / spin down), eV: -0.8 / -0.8

Structure (XYZ):
```
28
Properties=species:S:1:pos:R:3:lowdin_spin:R:1
C -0.467 -0.840 -3.723 -0.030
C -0.681 0.048 -4.760 -0.002
C -0.424 1.438 -4.785 -0.019
C 0.150 2.174 -3.723 0.001
C 0.629 1.734 -2.508 -0.016
Ti -0.460 0.228 -2.006 0.920
P 0.145 -2.236 -1.302 0.020
H -0.574 -1.911 -3.895 -0.002
H -1.057 -0.368 -5.715 -0.001
H -0.620 1.979 -5.726 -0.001
H 1.254 2.374 -1.885 0.004
H 0.325 3.227 -3.958 0.000
H 1.345 -2.570 -0.642 0.001
H 0.124 -3.365 -2.144 -0.001
H -0.695 -2.795 -0.311 0.007
N 0.077 0.304 -0.007 0.020
C 0.225 0.348 1.160 0.066
C 0.179 0.250 2.559 0.010
C -1.085 0.272 3.196 0.008
C -1.176 0.069 4.571 0.000
C -0.018 -0.145 5.328 0.006
C 1.238 -0.156 4.708 -0.001
C 1.349 0.044 3.335 0.008
H -1.991 0.432 2.609 0.000
H -2.154 0.073 5.054 0.000
H -0.098 -0.305 6.410 0.000
H 2.133 -0.331 5.306 0.000
H 2.327 0.029 2.853 0.001
```



[4]
This record from the OMol25 dataset describes C35H105NNa5O26V as an isolated structure at a distorted geometry. The level of theory is ωB97M-V/def2-TZVPD.

Calculated values
Expectation value of S²: 3.754
Multiplicity: 4
Charge: -1
Frontier orbital gap (spin up / spin down), eV: 2.04 / 2.04
E_tot, eV: -140494.848
LUMO (spin up / spin down), eV: 0.3 / 0.3

Structure (XYZ):
```
173
Properties=species:S:1:pos:R:3:lowdin_spin:R:1
Na 0.366 -3.637 1.811 0.001
Na -3.442 -2.677 2.058 0.001
Na -0.566 0.403 -2.871 0.001
Na 0.916 -2.785 -3.951 0.000
Na -2.292 -2.293 -4.721 0.001
V -1.542 -2.770 -1.141 2.840
O 1.082 0.104 -7.984 0.000
C 1.306 0.796 -6.776 0.000
C 0.985 -0.047 -5.420 0.000
O -0.128 -0.903 -5.328 0.000
H 0.700 1.701 -6.818 0.000
H 2.282 1.279 -6.741 0.000
H 0.928 0.598 -4.543 0.000
H 1.861 -0.670 -5.241 0.000
O -1.264 -3.986 -3.081 0.025
C -0.735 -5.301 -2.705 0.002
C -0.127 -5.441 -1.263 0.003
O -0.756 -4.733 -0.194 0.023
H 0.051 -5.608 -3.395 0.000
H -1.523 -6.030 -2.893 0.000
H 0.888 -5.050 -1.192 0.000
H -0.083 -6.512 -1.065 0.000
O -2.530 -1.155 -2.563 0.018
C -3.767 -0.971 -1.841 0.006
C -4.455 -2.275 -1.160 0.005
O -3.692 -3.129 -0.328 0.019
H -4.480 -0.427 -2.461 0.000
H -3.580 -0.371 -0.951 0.001
H -4.917 -2.942 -1.888 0.000
H -5.313 -2.019 -0.538 0.000
O 0.564 -1.667 -1.476 0.023
C 0.866 -0.918 -0.363 0.002
C -0.315 -0.618 0.552 0.005
O -1.211 -1.687 0.972 0.020
H 1.348 -0.016 -0.738 0.000
H 1.654 -1.471 0.148 0.000
H -0.906 0.235 0.222 0.001
H 0.051 -0.162 1.472 0.000
C -2.607 4.773 -3.146 0.000
C -1.852 3.606 -3.820 0.000
C -1.572 3.990 -5.297 0.000
C -0.363 4.933 -5.507 0.000
C 0.865 4.543 -4.705 0.000
C 0.615 4.149 -3.195 0.000
N -0.592 3.269 -3.117 0.000
O -0.736 2.679 -1.801 0.000
C 1.894 3.409 -2.699 0.000
C 0.495 5.405 -2.325 0.000
C -2.727 2.279 -3.907 0.000
H -2.546 4.750 -2.058 0.000
H -3.623 4.871 -3.528 0.000
H -2.146 5.728 -3.401 0.000
H -1.453 3.056 -5.845 0.000
H -2.449 4.560 -5.602 0.000
H -0.683 5.892 -5.100 0.000
H -0.218 5.227 -6.547 0.000
H 1.505 5.420 -4.793 0.000
H 1.421 3.797 -5.273 0.000
H 1.716 2.973 -1.716 0.000
H 2.158 2.595 -3.373 0.000
H 2.764 4.058 -2.595 0.000
H 1.465 5.890 -2.215 0.000
H -0.189 6.206 -2.603 0.000
H 0.253 5.122 -1.300 0.000
H -2.375 1.408 -4.460 0.000
H -3.699 2.539 -4.325 0.000
H -2.931 1.873 -2.916 0.000
H -0.953 3.455 -1.279 0.000
O -3.051 -2.416 4.436 0.000
H -2.226 -1.974 4.640 0.000
H -3.152 -3.067 5.130 0.000
O 2.816 -3.039 2.371 0.000
H 3.447 -2.762 1.706 0.000
H 3.355 -3.345 3.101 0.000
O 2.766 -3.327 -2.063 0.000
H 2.839 -4.088 -1.487 0.000
H 2.057 -2.807 -1.685 0.000
O 4.851 -2.664 -3.844 0.000
H 4.124 -2.953 -3.292 0.000
H 4.569 -2.864 -4.736 0.000
O -1.027 -6.219 2.336 0.000
H -1.041 -5.802 1.475 0.000
H -0.101 -6.398 2.501 0.000
O -3.412 -0.052 1.785 0.000
H -2.511 -0.364 1.706 0.000
H -3.713 0.042 0.881 0.000
O -5.736 -2.244 2.879 0.000
H -6.459 -1.655 3.091 0.000
H -5.717 -2.871 3.602 0.000
O -0.307 -3.676 4.335 0.000
H 0.289 -4.257 4.807 0.000
H -0.402 -2.914 4.907 0.000
O -3.443 -5.026 2.812 0.000
H -2.582 -5.421 2.949 0.000
H -3.935 -5.242 3.605 0.000
O 1.587 -5.753 3.082 0.000
H 1.582 -6.146 3.955 0.000
H 2.467 -5.390 2.987 0.000
O -4.853 1.234 3.780 0.000
H -4.187 0.624 3.463 0.000
H -5.026 1.809 3.034 0.000
C -4.917 2.997 -0.271 0.000
C -6.265 2.685 0.354 0.000
C -6.584 1.193 0.214 0.000
O -6.187 2.842 1.749 0.000
H -4.207 2.480 0.375 0.000
H -4.690 4.044 -0.074 0.000
H -4.760 2.760 -1.323 0.000
H -7.102 3.316 0.056 0.000
H -7.402 0.921 0.882 0.000
H -5.748 0.572 0.536 0.000
H -6.972 0.957 -0.777 0.000
H -7.076 2.834 2.113 0.000
C 1.828 2.833 1.155 0.000
C 2.473 2.247 2.445 0.000
C 4.011 2.131 2.442 0.000
O 2.201 3.261 3.402 0.000
H 2.030 2.280 0.237 0.000
H 2.084 3.874 0.957 0.000
H 0.758 2.770 1.350 0.000
H 1.998 1.297 2.691 0.000
H 4.647 3.015 2.395 0.000
H 4.294 1.615 1.524 0.000
H 4.442 1.515 3.231 0.000
H 1.267 3.467 3.482 0.000
C 7.427 -5.176 1.690 0.000
C 6.639 -4.248 0.748 0.000
C 6.036 -5.050 -0.364 0.000
O 5.560 -3.673 1.469 0.000
H 6.893 -6.105 1.888 0.000
H 7.659 -4.708 2.646 0.000
H 8.351 -5.529 1.232 0.000
H 7.264 -3.548 0.194 0.000
H 5.297 -4.461 -0.907 0.000
H 5.486 -5.859 0.118 0.000
H 6.849 -5.399 -1.001 0.000
H 5.889 -3.196 2.234 0.000
C 3.983 0.765 -2.028 0.000
C 5.329 0.147 -1.476 0.000
C 5.042 -1.040 -0.589 0.000
O 5.995 -0.391 -2.550 0.000
H 3.461 -0.026 -2.566 0.000
H 4.063 1.653 -2.655 0.000
H 3.283 0.988 -1.224 0.000
H 5.867 0.927 -0.937 0.000
H 4.435 -0.667 0.236 0.000
H 5.911 -1.533 -0.155 0.000
H 4.426 -1.861 -0.954 0.000
H 5.468 -1.146 -2.821 0.000
C -2.334 4.182 4.291 0.000
C -1.604 4.240 2.953 0.000
C -2.473 4.745 1.742 0.000
O -0.430 4.985 3.111 0.000
H -2.781 5.160 4.469 0.000
H -1.674 3.901 5.113 0.000
H -3.205 3.537 4.171 0.000
H -1.248 3.260 2.636 0.000
H -2.800 5.784 1.787 0.000
H -3.433 4.231 1.699 0.000
H -2.001 4.610 0.769 0.000
H -0.605 5.908 3.310 0.000
C -0.219 1.087 5.231 0.000
C 0.228 -0.439 5.194 0.000
C 1.448 -0.808 6.084 0.000
O -0.829 -1.245 5.573 0.000
H -1.169 1.126 4.698 0.000
H 0.458 1.721 4.659 0.000
H -0.333 1.452 6.251 0.000
H 0.454 -0.741 4.171 0.000
H 1.208 -1.061 7.117 0.000
H 2.216 -0.035 6.074 0.000
H 1.960 -1.680 5.677 0.000
H -1.095 -0.956 6.448 0.000
```



Question: multiplicity of number 3 (C12H13NPTi)?
Answer: 2